(1)
ORCA calculation (the ωB97M-V functional and the def2-TZVPD basis) on a structure of composition C32H38IrN6OS2.

The geometry in XYZ format:
```
80
Properties=species:S:1:pos:R:3:mulliken_spin:R:1
Ir 13.66 9.29 9.22 1.618
C 17.61 12.59 7.27 0.010
C 16.68 11.98 6.19 0.004
N 15.27 12.19 6.54 0.142
C 14.71 11.45 7.49 0.025
S 15.33 9.86 7.77 0.202
N 13.65 11.93 8.10 0.287
N 13.33 11.19 9.17 0.362
C 12.85 11.77 10.30 0.353
C 12.13 13.01 10.39 -0.008
C 12.97 10.94 11.49 0.140
C 12.56 11.37 12.75 0.181
C 12.68 10.46 13.78 -0.022
C 13.09 9.15 13.59 0.151
C 13.35 8.75 12.28 -0.031
N 13.23 9.62 11.25 0.189
H 16.99 13.03 8.08 0.000
H 18.23 13.40 6.91 0.000
H 18.20 11.81 7.76 0.002
H 16.86 10.90 6.12 0.007
H 16.84 12.34 5.20 0.001
H 14.70 12.93 6.13 -0.007
H 12.04 13.49 9.41 0.006
H 12.64 13.72 10.98 0.026
H 11.13 12.85 10.81 0.017
H 12.13 12.36 12.98 0.024
H 12.61 10.79 14.82 0.000
H 13.28 8.58 14.51 0.006
H 13.67 7.77 11.96 0.018
S 7.15 8.93 8.46 0.000
C 8.87 8.80 8.40 0.001
C 9.55 7.75 9.07 0.000
C 10.93 7.81 9.17 -0.018
N 11.58 8.85 8.63 0.098
C 10.99 9.70 7.77 -0.005
C 9.61 9.86 7.78 0.010
C 6.56 7.73 7.28 0.000
C 5.90 6.53 7.64 0.000
C 5.50 5.66 6.60 0.000
N 5.75 5.91 5.32 0.000
C 6.49 6.95 4.98 0.000
C 6.85 7.91 5.91 0.000
H 8.96 7.12 9.71 0.000
H 11.59 7.14 9.75 0.002
H 11.66 10.27 7.16 0.000
H 9.25 10.74 7.33 0.002
H 5.80 6.30 8.67 0.000
H 4.93 4.76 6.79 0.000
H 6.72 7.02 3.91 0.000
H 7.39 8.80 5.60 0.000
C 13.84 7.45 5.61 0.005
C 14.39 6.14 6.23 -0.005
C 13.20 5.31 6.84 -0.001
C 15.47 6.39 7.25 0.018
C 16.79 6.31 6.83 -0.003
C 17.83 6.44 7.71 0.004
C 17.59 6.65 9.05 -0.004
C 16.30 6.52 9.55 0.008
C 16.11 6.12 11.00 0.000
C 14.78 5.42 11.20 -0.001
C 16.41 7.27 12.00 0.011
C 15.17 6.73 8.59 -0.009
O 14.03 7.28 9.01 0.190
H 13.45 7.34 4.61 0.000
H 14.70 8.16 5.51 0.001
H 13.06 7.94 6.23 -0.001
H 14.77 5.51 5.43 0.000
H 13.07 5.67 7.87 -0.004
H 13.48 4.27 6.90 0.000
H 12.32 5.39 6.22 0.000
H 17.06 6.20 5.76 0.000
H 18.89 6.28 7.45 0.000
H 18.38 6.91 9.77 0.001
H 16.94 5.40 11.17 0.000
H 13.88 6.03 11.04 -0.003
H 14.80 5.00 12.20 0.000
H 14.75 4.55 10.51 -0.001
H 16.07 8.22 11.59 -0.003
H 17.52 7.42 12.20 0.000
H 15.90 7.04 12.93 -0.001
```

Output
- Net charge: +1
- DFT total energy: -2546.261277 hartree
- ⟨S²⟩: 6.03
- Multiplicity: 5

---

(2)
ORCA calculation (the ωB97M-V functional and the def2-TZVPD basis) on a structure of composition C22H9AlCl7NO3S.

The geometry in XYZ format:
```
44
Properties=species:S:1:pos:R:3:nbo_charge:R:1
Al -0.61 1.04 -0.43 1.733
Cl 0.20 5.70 -1.45 0.048
C 1.31 4.48 -1.00 -0.095
C 2.69 4.79 -0.97 -0.200
C 3.62 3.85 -0.63 -0.046
Cl 5.30 4.26 -0.62 0.018
C 3.23 2.53 -0.29 -0.124
C 4.09 1.47 0.05 -0.080
C 3.56 0.23 0.33 -0.263
C 2.17 0.04 0.29 0.110
N 1.34 1.03 -0.01 -0.603
C 1.85 2.25 -0.32 0.198
C 0.86 3.21 -0.69 0.296
O -0.40 2.82 -0.68 -0.848
H 3.00 5.79 -1.22 0.248
H 5.16 1.63 0.07 0.241
H 4.19 -0.60 0.58 0.239
H 1.74 -0.92 0.50 0.226
Cl -3.78 1.41 -1.79 0.067
C -3.63 1.24 -0.08 -0.022
C -2.37 1.00 0.46 -0.628
C -2.31 0.91 1.83 0.075
Cl -0.68 0.68 2.47 0.021
C -3.39 1.01 2.70 -0.148
Cl -3.20 0.86 4.39 0.070
C -4.64 1.23 2.11 -0.062
Cl -6.02 1.37 3.12 0.072
C -4.76 1.36 0.73 -0.093
Cl -6.31 1.65 0.04 0.070
O -0.37 -6.19 1.23 -0.666
C 0.26 -5.85 0.08 0.774
O 0.97 -6.64 -0.47 -0.558
C 0.02 -4.47 -0.42 -0.206
C 0.25 -4.22 -1.78 -0.144
C 0.07 -2.96 -2.31 -0.218
C -0.32 -1.89 -1.50 -0.152
S -0.50 -0.31 -2.25 -0.295
C -0.56 -2.14 -0.15 -0.215
C -0.39 -3.41 0.38 -0.194
H -0.99 -5.50 1.49 0.482
H 0.57 -5.04 -2.41 0.242
H 0.24 -2.79 -3.36 0.227
H -0.91 -1.36 0.52 0.194
H -0.56 -3.54 1.45 0.207
```

Output
- DFT total energy: -4986.412125 hartree
- Energy relative to the best compared isomer or geometry (same formula, charge and spin): 14.3 kcal/mol
- Multiplicity: 1